Here is a structure of composition C25H33CdN2P from OMol25. Energies are from ωB97M-V/def2-TZVPD.

Summary:
Strongest force on any atom in eV/Å: 1.83
Total charge: 0
Orbital gap in eV: 7.0

```
62
Properties=species:S:1:pos:R:3:lowdin_charge:R:1
C -2.63828 -3.13257 -2.49389 -0.099
C -2.73519 -1.74487 -2.49438 -0.053
C -1.91469 -0.97129 -1.64171 -0.297
C -1.01983 -1.61913 -0.80580 -0.232
C -0.92214 -3.00598 -0.79250 -0.357
C -1.71902 -3.77095 -1.66824 -0.064
C -1.97075 0.54472 -1.68203 -0.156
C -2.49447 1.28212 -0.42615 -0.188
N -2.06442 0.70823 0.87796 -0.344
Cd 0.09515 -0.29045 0.57859 1.216
C -0.01420 -3.68776 0.21650 -0.319
P -0.03158 -2.69277 1.78765 0.753
H -3.46018 -1.23921 -3.13698 0.104
H -1.63073 -4.85896 -1.65714 0.103
H -3.28964 -3.72686 -3.13367 0.098
H 1.03965 -3.72472 -0.11638 0.089
H -0.33961 -4.71324 0.45066 0.086
H -0.95779 0.94341 -1.88562 0.082
H -2.62428 0.86592 -2.50486 0.110
H -2.12310 2.31742 -0.45617 0.111
C 1.35452 -3.30881 2.79222 -0.308
C -1.53333 -3.39274 2.56225 -0.286
H -3.59925 1.30645 -0.43508 0.121
C -3.07229 -0.26539 1.35476 -0.103
C -1.92218 1.77099 1.90315 -0.104
H 2.06820 -0.61884 1.49568 0.034
H -4.02678 0.25738 1.53534 0.091
H -3.23986 -1.04424 0.60656 0.081
H -2.74824 -0.73088 2.29317 0.070
H -2.91279 2.15416 2.20354 0.090
H -1.41407 1.36138 2.78796 0.081
H -1.31835 2.59452 1.50555 0.063
H -1.36482 -4.45486 2.78961 0.045
H -1.72271 -2.84419 3.49478 0.036
H -2.40217 -3.29575 1.89576 0.044
H 1.22366 -4.37125 3.04186 0.043
H 2.29937 -3.15805 2.25126 0.038
H 1.37574 -2.71533 3.72032 0.041
H 1.79489 -0.04736 1.92759 0.033
C 4.80996 -0.14219 -1.87522 -0.131
C 3.61941 -0.75666 -2.29867 -0.115
C 2.38527 -0.20942 -1.96045 -0.071
C 2.32200 0.98101 -1.18120 -0.359
C 3.53537 1.59927 -0.79075 -0.049
C 4.75836 1.02425 -1.10575 -0.113
N 1.09362 1.43641 -0.72753 -0.089
C 0.95040 2.79698 -0.39757 -0.360
C 1.15444 3.25264 0.92369 -0.094
C 1.09293 4.61615 1.21590 -0.101
C 0.82580 5.53979 0.19619 -0.111
C 0.56618 5.09656 -1.10304 -0.096
C 0.60600 3.73460 -1.40213 -0.031
H 5.77283 -0.57525 -2.14982 0.088
H 3.66636 -1.66448 -2.90512 0.096
H 1.44419 -0.67503 -2.27220 0.089
H 3.48115 2.51584 -0.20062 0.100
H 5.67419 1.51052 -0.76328 0.098
H 1.40812 2.51310 1.69268 0.091
H 1.27024 4.95241 2.23532 0.097
H 0.79537 6.60485 0.43108 0.095
H 0.33393 5.80928 -1.89644 0.100
H 0.40945 3.35913 -2.40720 0.111
```